Record 1
ORCA calculation (ωB97M-V/def2-TZVPD) on C11H11Br2F6NO4PbS2Te as an isolated structure.

**HOMO level**: -1.9 eV
**E_tot**: -211872.1047 eV
**Net charge**: -2
**LUMO energy**: 4.4 eV
**Maximum force**: 1.7 eV/A

Element x y z (Å)
O -1.89943 -1.03206 5.12482
Br 0.75640 1.33013 4.16067
N -2.12043 0.01324 2.85443
C -3.13787 -2.32646 3.28408
C 0.63281 1.50344 -2.77344
F -2.18206 -0.76485 -0.22753
H 1.08646 3.85954 -1.87709
C 1.56991 3.17159 -1.17977
F -3.07903 -3.43986 4.03776
F -2.30443 1.35671 -0.63217
Br 4.61226 -0.49389 4.19617
H 1.11515 3.29066 -0.19391
Pb 2.24071 -0.54210 2.78210
C 0.41908 0.21842 -3.25123
H 1.88976 -1.99904 0.21318
O -0.07092 0.18508 1.27251
O -1.40814 2.20520 1.84402
S -1.72142 -1.22656 3.71646
C 0.99281 -0.83220 -2.55483
C 2.03721 0.67900 -0.98085
H 3.44567 -1.69366 -0.56207
C 1.41628 1.74897 -1.65086
F -4.33127 -1.76128 3.50368
C 1.79464 -0.62553 -1.43281
H 0.10324 0.37683 -5.37804
C 2.37982 -1.83154 -0.74853
F -3.73043 0.42677 0.69357
H -1.37450 0.47997 -4.41959
H 0.17993 2.34403 -3.29291
H 0.82271 -1.84846 -2.89960
H 2.62147 3.44366 -1.08562
H 2.23156 -2.72760 -1.35489
F -3.09522 -2.70793 2.00308
Te 3.40354 1.09783 0.60327
S -1.29059 0.78199 1.75683
H -0.57775 -1.08191 -4.64859
C -0.40423 -0.01622 -4.49249
O -0.58665 -1.98925 3.26434
C -2.43703 0.42735 0.32585

The natural (NBO) scheme yields these atomic charges, measured in e:
1 O -0.928
2 Br -0.660
3 N -1.246
4 C 0.697
5 C -0.270
6 F -0.327
7 H 0.186
8 C -0.658
9 F -0.335
10 F -0.331
11 Br -0.713
12 H 0.246
13 Pb 0.934
14 C -0.026
15 H 0.225
16 O -0.948
17 O -0.918
18 S 2.296
19 C -0.231
20 C -0.242
21 H 0.231
22 C 0.081
23 F -0.327
24 C -0.031
25 H 0.198
26 C -0.634
27 F -0.335
28 H 0.209
29 H 0.185
30 H 0.185
31 H 0.221
32 H 0.192
33 F -0.325
34 Te -0.238
35 S 2.301
36 H 0.202
37 C -0.620
38 O -0.943
39 C 0.699


Record 2
ORCA calculation (ωB97M-V/def2-TZVPD) on one molecule with the formula C24H17ClN2O3.

**HOMO level**: -8.0 eV
**E_tot**: -46808.3500 eV
**Structure (SMILES)**: COc1ccc(Oc2c(Cl)cnn(C3c4ccccc4-c4ccccc43)c2=O)cc1
**LUMO energy**: 0.2 eV
**Maximum force**: 1.0 eV/A

Element x y z (Å)
H -4.43386 -0.61454 -2.82252
C 3.13925 0.62280 -0.30539
C 1.42016 -3.31536 1.47466
C -3.96406 -0.26502 -1.91722
N 1.31194 1.77339 0.88863
N 1.57399 2.93678 1.46171
C 3.85727 -1.11825 -1.81243
C -0.44720 3.79678 0.57768
H 4.96807 -0.42437 -3.50134
C -0.74760 2.59140 -0.00044
C 1.15766 -1.07390 2.32762
C -3.13886 0.83688 -1.92612
H 3.90882 -2.15790 -2.09796
O -1.84544 2.45797 -0.76641
Cl -1.50562 5.14585 0.40476
H -2.32690 0.91423 1.35707
H 3.66896 2.63664 -0.80826
H 0.75401 -0.39093 3.06145
O -5.07325 -2.01067 -0.82936
C 0.74908 3.92062 1.32099
H 1.21080 -4.37150 1.56343
H 0.29289 -2.81587 3.21979
O 0.07352 0.40289 -0.43957
C 4.44952 -0.14077 -2.59724
H -5.90965 -2.03268 1.06924
C -4.21807 -0.95575 -0.73057
C 3.72330 1.59380 -1.08733
H 3.04272 1.17151 1.78189
C 2.19799 -2.85693 0.42274
C 0.90146 -2.43676 2.41204
C -2.54894 1.26704 -0.74356
H -6.13628 -3.46501 0.03601
C 2.38356 0.79302 0.99208
H 2.59386 -3.54533 -0.30845
H -3.77710 -1.04291 1.37820
C 3.19127 -0.73110 -0.66184
C 4.38100 1.19838 -2.24544
C -2.78304 0.57944 0.43620
C -5.42771 -2.69847 0.34550
C 0.20720 1.48011 0.10795
H -4.55976 -3.17522 0.81196
C 1.93186 -0.61601 1.28567
H -2.94561 1.37805 -2.83840
C 2.45130 -1.49989 0.32822
C -3.61072 -0.52932 0.44486
H 4.84378 1.94190 -2.87734
H 1.01441 4.84495 1.80687

The natural (NBO) scheme yields these atomic charges, measured in e:
1 H 0.225
2 C 0.071
3 C -0.207
4 C -0.226
5 N -0.206
6 N -0.193
7 C -0.187
8 C -0.099
9 H 0.213
10 C 0.219
11 C -0.196
12 C -0.251
13 H 0.212
14 O -0.472
15 Cl 0.048
16 H 0.215
17 H 0.218
18 H 0.211
19 O -0.492
20 C -0.028
21 H 0.213
22 H 0.211
23 O -0.596
24 C -0.203
25 H 0.175
26 C 0.286
27 C -0.229
28 H 0.256
29 C -0.203
30 C -0.208
31 C 0.353
32 H 0.200
33 C -0.105
34 H 0.210
35 H 0.220
36 C -0.074
37 C -0.208
38 C -0.249
39 C -0.252
40 C 0.561
41 H 0.175
42 C -0.016
43 H 0.226
44 C 0.040
45 C -0.291
46 H 0.214
47 H 0.220


Record 3
ORCA calculation (ωB97M-V/def2-TZVPD) on one molecule with the formula C4H5NO.

**HOMO level (spin up / spin down)**: -7.9 / -8.5 eV
**E_tot**: -7762.6132 eV
**Energy above the lowest of the compared OMol25 structures with the same formula, charge and spin**: 90.2 kcal per mole
**LUMO energy (spin up / spin down)**: -0.9 / 0.0 eV
**Maximum force**: 1.3 eV/A

Element x y z (Å)
H -0.28253 1.47542 -0.20111
O 0.25156 -0.03429 1.07874
H -2.01820 -0.99786 0.41790
C -0.52946 0.48316 0.15956
C -1.63472 -0.33840 -0.36859
H 2.21139 0.62097 1.39788
H -2.43476 0.27980 -0.78235
H -1.24981 -0.98535 -1.17194
C 1.52009 0.29748 0.63331
C 1.92875 -0.19386 -0.61564
N 2.27789 -0.59713 -1.65479

The natural (NBO) scheme yields these atomic charges, measured in e:
1 H 0.186
2 O -0.412
3 H 0.241
4 C 0.254
5 C -0.710
6 H 0.214
7 H 0.234
8 H 0.251
9 C -0.086
10 C 0.165
11 N -0.337


Record 4
ORCA calculation (ωB97M-V/def2-TZVPD) on C28H30N2O8S2Zr as an isolated structure.

**HOMO level**: -1.9 eV
**E_tot**: -71841.6719 eV
**Energy above the lowest of the compared OMol25 structures with the same formula, charge and spin**: 4.8 kcal per mole
**Net charge**: -2
**LUMO energy**: 4.3 eV
**Maximum force**: 0.8 eV/A

Element x y z (Å)
O -1.40283 -2.64611 -3.97442
H 1.30464 -6.77064 2.30609
H -0.45652 1.72479 -4.69193
C 3.92465 2.08452 0.17141
C -2.95572 0.42986 -2.94559
O -5.03496 -0.61655 -2.44281
H -3.76745 2.47349 1.00690
H -2.37610 2.92262 -3.83940
H 2.08610 -2.15070 0.63920
N -0.52347 -2.85401 1.07658
H 1.83944 1.91502 3.82192
H -2.88208 1.92588 -1.30264
C -1.32318 2.73761 2.19159
H 4.67572 1.95517 -4.11742
H -3.54595 0.82492 -3.77260
C 1.53657 0.26504 2.45147
O -1.12378 0.90428 -1.61507
C 3.57597 1.55418 -1.07905
H -1.20310 0.55545 3.86990
H 4.74057 2.79027 0.24746
C 1.93103 -3.15143 1.01038
H -1.35744 3.16519 1.18634
H -1.37925 3.48787 -2.48885
H -4.38841 1.16163 2.00378
C -1.48647 -1.80491 -3.07493
C -0.44365 1.84805 -3.60805
C -1.67877 2.60923 -3.06141
C 2.53476 0.66863 -1.20276
C -2.29493 1.55573 -2.13881
H 4.09342 0.40364 -3.46549
O 0.66071 -0.57435 2.49273
C -3.71107 2.01689 1.99835
O -1.32268 -2.01188 -1.82977
S -3.13598 -2.83634 1.19537
H -1.68342 -0.32198 -4.57933
C 3.98974 1.49107 -3.41113
H 0.48442 2.34711 -3.32318
H -4.04172 2.74962 2.74540
C 2.98721 -4.01487 1.24458
C 1.48422 -5.76325 1.94961
C 3.21410 1.65542 1.26662
O 4.34021 1.98119 -2.13585
C -2.21167 0.92681 3.67664
N -1.89812 0.55173 1.31046
C -3.90600 -0.35349 -2.03145
Zr -1.45775 -0.78591 0.11458
C 1.73643 0.26691 -0.08471
O -3.45817 -0.58436 -0.85813
H 3.99809 -3.67244 1.05629
C 0.62903 -3.58942 1.24823
H 2.26450 0.23629 -2.15286
H -2.48785 1.66074 4.44545
C -0.57269 0.50146 -2.89121
C 0.42487 -4.89793 1.71598
H -0.29915 2.40846 2.37815
O 0.74513 -0.50848 -0.32127
H 2.96177 1.75659 -3.67443
C -2.27605 1.53442 2.26682
H 1.48230 0.34363 4.57130
C 2.14709 0.74665 1.20017
H -1.58704 3.51475 2.92017
H 3.50159 2.04182 2.23606
H 3.10260 0.67866 3.91390
S -1.28038 -5.17778 1.91336
C 2.03198 0.84016 3.77556
H -2.89227 0.07489 3.73291
H 0.34487 -0.04414 -2.71316
C -1.61428 -3.52951 1.36684
C 2.77480 -5.31373 1.71296
H 3.61574 -5.97473 1.88620
C -1.70390 -0.33937 -3.49003

The Mulliken scheme yields these atomic charges, measured in e:
1 O -0.861
2 H 0.345
3 H 0.443
4 C -1.250
5 C 0.205
6 O -0.821
7 H 0.247
8 H 0.368
9 H 0.590
10 N 0.479
11 H 0.350
12 H 0.078
13 C -1.226
14 H 0.255
15 H 0.388
16 C 1.202
17 O 0.075
18 C 1.151
19 H 0.225
20 H 0.409
21 C 0.068
22 H 0.221
23 H 0.416
24 H 0.318
25 C -0.111
26 C -0.891
27 C -1.206
28 C -0.428
29 C 0.146
30 H 0.293
31 O -0.362
32 C -1.629
33 O -0.735
34 S -0.469
35 H 0.467
36 C -0.596
37 H 0.128
38 H 0.444
39 C -1.116
40 C -0.423
41 C -1.079
42 O -0.501
43 C -1.596
44 N -0.991
45 C -0.112
46 Zr 1.147
47 C -0.257
48 O -0.456
49 H 0.400
50 C -0.982
51 H 0.306
52 H 0.412
53 C -0.274
54 C 0.590
55 H 0.057
56 O -0.085
57 H 0.157
58 C 1.889
59 H 0.349
60 C 1.010
61 H 0.445
62 H 0.348
63 H 0.528
64 S -0.396
65 C -1.960
66 H 0.325
67 H 0.590
68 C 0.626
69 C -0.414
70 H 0.346
71 C 0.392


Record 5
ORCA calculation (ωB97M-V/def2-TZVPD) on one molecule with the formula C4H9NO.

**HOMO level**: -9.5 eV
**E_tot**: -7828.9697 eV
**Energy above the lowest of the compared OMol25 structures with the same formula, charge and spin**: 77.3 kcal per mole
**Structure (SMILES)**: C[C@@H](O)[C@H]1CN1
**LUMO energy**: 1.0 eV
**Maximum force**: 3.7 eV/A

Element x y z (Å)
C 0.68258 -0.48450 -0.35679
H 1.96911 1.20846 0.02978
H -1.81890 1.64185 0.52581
H 2.31270 -0.57495 1.04386
C -1.89028 -0.14731 -0.48761
O 0.55584 -1.69189 0.36721
H 0.95563 0.61482 1.40966
H -0.36231 1.25180 -1.25582
H 1.09827 -0.65954 -1.37132
H -1.91882 -1.19862 -0.22090
C 1.56723 0.31406 0.54769
H -2.64926 0.21971 -1.17077
H 1.44774 -1.63029 0.90242
N -1.40333 0.71238 0.59394
C -0.54619 0.42403 -0.55717

The natural (NBO) scheme yields these atomic charges, measured in e:
1 C 0.064
2 H 0.219
3 H 0.353
4 H 0.146
5 C -0.259
6 O -0.707
7 H 0.236
8 H 0.200
9 H 0.162
10 H 0.214
11 C -0.575
12 H 0.192
13 H 0.460
14 N -0.598
15 C -0.105


- E_tot of number 3 (C4H5NO)?
  -7762.6132 eV


- The lowest maximum force belongs to which entry?
  C28H30N2O8S2Zr


- Among the records above, which one has the lowest maximum force?
  C28H30N2O8S2Zr


- What is the E_tot in the third record?
  -7762.6132 eV